Computed, not measured: C14H14F6N2O9S3Tm as an isolated structure at a distorted geometry, with ωB97M-V/def2-TZVPD.

As for the energy above the lowest of the compared OMol25 structures with the same formula, charge and spin: 11.19 kJ/mol. Its spin multiplicity is 3. Its expectation value of S² is 2.002. As for the charge: -1. For the LUMO energy (spin up / spin down), the calculation gives 2.69 / 2.69 eV. The value obtained for the highest occupied orbital energy (spin up / spin down) is -4.780 / -4.781 eV.

The geometry in XYZ format:
```
49
Properties=species:S:1:pos:R:3:mulliken_spin:R:1
Tm 0.009 -0.301 0.156 2.02
C -2.330 1.687 -1.731 0.00
O -1.107 1.784 -1.013 0.00
C -1.105 2.955 -0.202 0.00
C 0.261 3.140 0.371 0.00
O 0.572 2.048 1.219 0.00
C 1.834 2.256 1.846 0.00
H -2.454 2.572 -2.363 0.00
H -3.170 1.617 -1.034 0.00
H -2.294 0.803 -2.354 0.00
H -1.858 2.854 0.584 0.00
H -1.339 3.824 -0.829 0.00
H 0.276 4.069 0.954 0.00
H 1.014 3.208 -0.422 0.00
H 1.772 3.136 2.493 0.00
H 2.606 2.403 1.086 0.00
H 2.063 1.370 2.429 0.00
F -3.559 -1.763 -0.154 0.00
C -2.613 -2.673 -0.337 0.00
F -3.163 -3.884 -0.396 0.00
F -1.744 -2.632 0.668 0.00
S -1.737 -2.342 -1.914 0.00
O -1.082 -1.031 -1.708 0.00
O -2.761 -2.429 -2.898 0.00
N -0.665 -3.478 -2.025 0.00
S 0.826 -3.165 -1.540 0.00
O 0.837 -2.375 -0.302 0.00
O 1.723 -2.800 -2.584 0.00
C 1.314 -4.836 -0.979 0.00
F 1.185 -5.702 -1.982 0.00
F 2.592 -4.771 -0.609 0.00
F 0.578 -5.242 0.046 0.00
O -2.603 1.740 2.388 0.00
C -1.838 0.789 2.401 0.00
O -1.598 0.049 1.355 0.00
C -1.145 0.393 3.685 0.00
C -1.783 0.849 4.844 0.00
C -1.302 0.572 6.107 0.00
C -0.130 -0.172 6.222 0.00
C 0.519 -0.617 5.089 0.00
C 0.038 -0.364 3.789 0.00
S 1.028 -1.044 2.490 0.00
H -2.680 1.439 4.712 0.00
H -1.825 0.928 6.985 0.00
H 0.279 -0.403 7.199 0.00
H 1.433 -1.192 5.181 0.00
O 2.998 1.708 -2.619 0.00
C 2.374 1.115 -1.795 0.00
N 1.757 0.532 -0.959 0.00
```

***

Computed, not measured: an isolated ion of composition C3H11NOP and charge +1 at a distorted geometry, with ωB97M-V/def2-TZVPD.

As for the energy above the lowest of the compared OMol25 structures with the same formula, charge and spin: 145.61 kJ/mol. As for the SMILES: COP(C)(C)=[NH2+]. Its spin multiplicity is 1. As for the charge: +1. For the LUMO energy, the calculation gives -3.12 eV. The value obtained for the highest occupied orbital energy is -14.573 eV.

The geometry in XYZ format:
```
17
Properties=species:S:1:pos:R:3:nbo_charge:R:1
C 2.383 -0.268 0.072 -0.25
O 1.294 0.655 0.299 -0.78
P -0.531 0.324 0.078 1.99
C -0.721 -0.531 -1.546 -0.98
C -1.093 -0.676 1.428 -1.00
N -1.180 1.759 -0.062 -1.20
H 2.036 -1.265 -0.096 0.17
H 3.089 -0.307 0.918 0.21
H 2.958 0.201 -0.747 0.21
H -0.011 -1.375 -1.502 0.27
H -0.521 0.374 -2.207 0.27
H -1.707 -0.994 -1.779 0.29
H -0.737 -1.681 1.172 0.29
H -2.116 -0.660 1.400 0.27
H -0.843 -0.297 2.420 0.30
H -1.291 2.231 0.937 0.45
H -1.009 2.509 -0.785 0.48
```

***

Computed, not measured: a 2-piece molecular cluster, C2H4ClFO2S overall at a distorted geometry, with ωB97M-V/def2-TZVPD.

As for the energy above the lowest of the compared OMol25 structures with the same formula, charge and spin: 79.30 kJ/mol. Its spin multiplicity is 1. As for the charge: 0. For the LUMO energy, the calculation gives -0.15 eV. The value obtained for the highest occupied orbital energy is -10.152 eV.

The geometry in XYZ format:
```
11
Properties=species:S:1:pos:R:3:nbo_charge:R:1
C -3.113 -0.956 -0.592 -0.48
C -2.616 0.282 -0.435 0.20
O 3.599 1.322 -0.079 -0.88
O 2.822 0.563 2.132 -0.88
F -1.218 0.235 -0.430 -0.39
S 2.445 0.531 0.765 1.60
Cl 3.182 -1.366 0.074 -0.34
H 4.451 1.034 0.104 0.50
H -4.224 -1.095 -0.584 0.21
H -2.541 -1.893 -0.706 0.24
H -2.787 1.342 -0.248 0.21
```

***

Computed, not measured: C27H20N6O4S2W as an isolated structure at a distorted geometry, with ωB97M-V/def2-TZVPD.

As for the energy above the lowest of the compared OMol25 structures with the same formula, charge and spin: 956.70 kJ/mol. Its spin multiplicity is 3. Its expectation value of S² is 2.040. As for the charge: +2. For the LUMO energy (spin up / spin down), the calculation gives -6.94 / -7.12 eV. The value obtained for the highest occupied orbital energy (spin up / spin down) is -11.911 / -11.914 eV.

The geometry in XYZ format:
```
60
Properties=species:S:1:pos:R:3:mulliken_spin:R:1
W 11.954 7.290 10.288 1.47
C 6.998 9.728 8.593 0.00
S 8.217 8.547 7.929 0.01
C 9.052 8.268 9.428 0.02
S 9.070 8.797 11.321 -0.01
N 10.104 7.581 9.359 -0.06
N 10.736 6.447 9.138 0.00
C 11.300 6.289 7.824 0.02
C 13.492 5.205 8.667 0.07
C 14.547 4.347 8.429 -0.02
C 15.703 4.546 9.131 0.03
C 15.870 5.628 10.020 -0.01
C 14.881 6.599 10.046 0.08
N 13.622 6.280 9.542 -0.05
H 6.215 9.863 7.835 0.00
H 7.460 10.676 8.746 0.00
H 6.522 9.308 9.479 0.00
H 10.463 5.849 7.241 0.00
H 14.530 3.586 7.630 0.00
H 16.518 3.865 8.877 0.00
H 16.704 5.845 10.648 0.00
H 14.960 7.547 10.561 -0.04
O 14.273 11.823 10.697 0.00
C 14.206 10.460 10.539 0.00
O 14.662 9.590 11.267 0.01
C 13.474 10.195 9.275 0.00
C 13.381 11.227 8.368 -0.01
C 13.238 11.024 6.999 0.02
C 12.851 9.757 6.670 0.00
C 12.624 8.772 7.652 0.05
N 12.776 9.038 9.023 0.00
C 11.721 7.656 7.133 0.00
O 11.398 7.841 5.975 0.02
O 12.217 5.109 8.211 0.00
H 14.796 11.955 11.521 0.00
H 13.492 12.171 8.845 0.00
H 13.459 11.791 6.290 0.00
H 12.471 9.460 5.696 0.00
C 9.552 11.123 12.375 -0.01
C 9.354 10.473 11.206 0.08
N 10.724 8.296 11.613 0.07
C 11.027 8.377 12.979 0.06
C 10.573 9.328 13.958 -0.02
C 9.877 10.539 13.631 0.05
C 10.827 8.952 15.319 0.00
C 11.442 7.777 15.680 0.00
C 12.056 6.949 14.714 0.01
C 12.694 5.736 15.033 -0.01
C 13.222 4.956 13.995 0.00
C 13.028 5.353 12.672 -0.01
N 12.397 6.534 12.305 0.17
C 11.908 7.335 13.343 0.01
H 9.413 12.202 12.370 0.00
H 9.485 10.891 10.196 0.00
H 9.708 11.206 14.468 0.00
H 10.545 9.620 16.116 0.00
H 11.411 7.501 16.708 0.00
H 12.762 5.447 16.069 0.00
H 13.764 4.079 14.236 0.00
H 13.309 4.666 11.873 0.00
```

***

Computed, not measured: a single C2H4N4 molecule at a distorted geometry, with ωB97M-V/def2-TZVPD.

As for the energy above the lowest of the compared OMol25 structures with the same formula, charge and spin: 168.02 kJ/mol. As for the SMILES: Nn1cnnc1. Its spin multiplicity is 1. As for the charge: 0. For the LUMO energy, the calculation gives 0.64 eV. The value obtained for the highest occupied orbital energy is -9.855 eV.

The geometry in XYZ format:
```
10
Properties=species:S:1:pos:R:3:nbo_charge:R:1
N -1.256 -0.768 -0.594 -0.63
N -0.116 -0.145 -0.057 -0.23
C 0.552 -0.590 1.062 0.14
N 1.469 0.299 1.367 -0.29
N 1.375 1.363 0.475 -0.28
C 0.449 1.050 -0.390 0.13
H -1.050 -1.166 -1.520 0.37
H -1.996 -0.079 -0.642 0.37
H 0.439 -1.590 1.520 0.22
H 0.134 1.627 -1.221 0.20
```

***

Computed, not measured: a 2-piece molecular cluster, C4H7FS overall at a distorted geometry, with ωB97M-V/def2-TZVPD.

As for the energy above the lowest of the compared OMol25 structures with the same formula, charge and spin: 230.66 kJ/mol. As for the SMILES: C1CS1.C=CF. Its spin multiplicity is 1. As for the charge: 0. For the LUMO energy, the calculation gives 0.96 eV. The value obtained for the highest occupied orbital energy is -8.988 eV.

The geometry in XYZ format:
```
13
Properties=species:S:1:pos:R:3:nbo_charge:R:1
C -0.093 0.001 -1.462 -0.52
C 1.248 -0.089 -0.836 -0.52
S 1.261 0.524 -2.535 0.12
H -0.761 0.791 -1.130 0.24
H -0.589 -0.924 -1.745 0.23
H 1.505 0.640 -0.072 0.22
H 1.679 -1.077 -0.689 0.23
C -0.845 -0.580 1.074 -0.50
C -0.533 0.562 1.660 0.23
F -1.208 1.033 2.721 -0.34
H -0.270 -0.919 0.221 0.23
H -1.669 -1.190 1.428 0.22
H 0.274 1.227 1.365 0.16
```

***

no.,total energy (hartree)
1,-4207.8088
2,-591.9927
3,-1187.2605
4,-2533.0498
5,-297.5803
6,-654.5771